No. 1
This record from the OMol25 dataset describes the molecule C6H10O in a non-equilibrium geometry. The level of theory is ωB97M-V/def2-TZVPD.

Geometry as XYZ:
```
17
Properties=species:S:1:pos:R:3:forces:R:3
C 2.1366 0.7323 0.3979 0.4 0.2 0.0
O 0.8838 0.1865 0.7084 0.6 -0.5 0.4
C -0.2007 0.9878 0.3692 -0.8 0.6 -0.2
C -1.4657 0.1448 0.4961 0.1 -0.1 -0.1
C -1.3901 -1.0715 -0.4304 -0.1 -0.1 0.0
C -0.0730 -1.6380 -0.8778 -0.2 -0.2 0.0
C -0.7258 -0.9939 -1.7856 -0.1 -0.2 -0.2
H 2.3160 1.6668 0.9527 0.0 -0.1 -0.1
H 2.2398 0.9307 -0.6823 -0.1 0.0 0.2
H 2.9143 0.0111 0.6854 -0.3 0.1 0.0
H -0.1204 1.3453 -0.6760 0.1 -0.1 0.2
H -0.2429 1.8776 1.0203 0.0 -0.1 -0.1
H -2.3603 0.7388 0.2444 0.3 0.0 0.1
H -1.5814 -0.1857 1.5369 0.1 0.0 -0.2
H -2.2159 -1.7853 -0.2937 0.2 0.3 0.0
H 0.7519 -2.2659 -0.5739 -0.1 0.2 -0.1
H -0.8184 -0.7020 -2.8247 0.1 0.0 0.3
```
Forces are in eV/Å.

* E_tot: -309.7370 Eh
* HOMO energy: -9.01 eV
* orbital gap: 10.150 eV
* total charge: 0
* LUMO energy: 1.1 eV
* energy relative to the best compared isomer or geometry (same formula, charge and spin): 66.1 kcal per mole

Mulliken population analysis, charges in e, atoms 1 to 8:
1 C -0.75
2 O -0.27
3 C -0.69
4 C -0.59
5 C -0.34
6 C -0.22
7 C -0.58
8 H 0.31

---

No. 2
This record from the OMol25 dataset describes a cluster of 2 separate species, CH7NOSi2 in total in a non-equilibrium geometry. The level of theory is ωB97M-V/def2-TZVPD.

Geometry as XYZ:
```
12
Properties=species:S:1:pos:R:3:forces:R:3
C 0.7185 -0.7892 0.5849 -1.0 -0.5 0.2
N -0.3971 -0.7843 0.2652 2.2 0.1 0.5
O -1.5238 1.6382 0.8290 -0.4 0.4 0.1
Si -2.1073 0.3703 0.2059 1.1 -0.6 0.0
Si 2.5935 -0.8879 0.9457 -0.6 0.6 -2.7
H -1.7005 2.0263 -2.3483 0.0 0.1 -0.1
H -2.1120 0.2249 -1.2798 -0.7 -0.2 0.4
H -1.9827 1.8787 -3.0182 0.0 0.1 -0.1
H -2.7126 -0.7171 1.0258 -0.6 0.3 -0.3
H 2.9848 -1.2993 -0.4694 0.0 0.9 0.6
H 3.0921 0.2791 1.6258 -0.1 0.8 -0.2
H 3.1471 -1.9398 1.6336 0.1 -2.0 1.6
```
Forces are in eV/Å.

* E_tot: -751.1843 Eh
* HOMO energy: -9.18 eV
* orbital gap: 8.956 eV
* total charge: 0
* LUMO energy: -0.2 eV
* energy relative to the best compared isomer or geometry (same formula, charge and spin): 48.8 kcal per mole

Mulliken population analysis, charges in e, atoms 1 to 8:
1 C 0.29
2 N -0.20
3 O -0.53
4 Si 0.46
5 Si 0.41
6 H -0.14
7 H -0.13
8 H 0.14

---

No. 3
This record from the OMol25 dataset describes a structure of composition C29H50N2O2P2Re. The level of theory is ωB97M-V/def2-TZVPD.

Geometry as XYZ:
```
86
Properties=species:S:1:pos:R:3:forces:R:3
Re -0.0105 0.0210 -0.0361 0.4 0.4 -0.2
C -1.5944 -1.2844 0.9455 0.0 -0.5 0.2
C -0.8434 -2.1744 0.0945 0.0 0.1 0.0
C 0.4970 -2.1416 0.6071 0.0 -0.1 0.0
C 0.5011 -1.2096 1.7348 0.2 -0.2 0.1
C -0.8137 -0.8241 2.0429 -0.4 0.3 -0.2
C -1.3592 -0.2912 3.3646 0.1 0.0 0.0
C -0.5309 -0.9327 4.4895 0.0 0.0 0.0
C -1.2608 1.2237 3.4897 0.0 0.0 0.0
C -2.8182 -0.7315 3.5250 0.0 0.0 0.0
C 1.7133 -3.0619 0.4317 -0.1 -0.1 0.1
C 1.3567 -4.3176 1.2648 0.1 0.0 0.0
C 2.9786 -2.4902 1.0947 0.0 0.0 0.0
C 2.0644 -3.4585 -0.9997 0.0 0.0 0.0
C -1.5474 -2.9741 -1.0212 0.0 0.0 0.0
C -3.0549 -2.6882 -0.9765 0.0 0.0 0.0
C -1.0603 -2.6112 -2.4291 0.0 0.0 0.0
C -1.4009 -4.4869 -0.7928 0.0 0.0 0.0
H -2.6618 -1.1792 0.8943 0.1 0.0 0.0
H 1.3680 -1.0108 2.3426 0.0 0.0 0.0
H 0.5039 -0.5858 4.4761 0.0 0.0 0.0
H -0.5337 -2.0216 4.4145 0.0 0.0 0.0
H -0.9568 -0.6615 5.4555 0.0 0.0 0.0
H -0.2212 1.5413 3.4378 0.0 0.0 0.0
H -1.6610 1.5456 4.4520 0.0 0.0 0.0
H -1.8300 1.7272 2.7031 0.0 0.0 0.0
H -2.9206 -1.8155 3.4450 0.0 0.0 0.0
H -3.4803 -0.2670 2.7921 0.0 0.0 0.0
H -3.1753 -0.4363 4.5116 0.0 0.0 0.0
H 1.1469 -4.0430 2.3006 0.0 0.0 0.0
H 2.2192 -4.9856 1.2692 0.0 0.0 0.0
H 0.5049 -4.8665 0.8789 0.0 0.0 0.0
H 2.8751 -2.4202 2.1782 0.0 0.0 0.0
H 3.2688 -1.5208 0.7019 0.0 0.0 0.0
H 3.7966 -3.1857 0.9063 0.0 0.0 0.0
H 1.2535 -3.9547 -1.5202 0.0 0.0 0.0
H 2.9008 -4.1579 -0.9711 0.0 0.0 0.0
H 2.3849 -2.6017 -1.5945 0.0 0.0 0.0
H -3.2837 -1.6378 -1.1674 0.0 0.0 0.0
H -3.5030 -2.9813 -0.0251 0.0 0.0 0.0
H -3.5461 -3.2674 -1.7576 0.0 0.0 0.0
H -1.2720 -1.5711 -2.6683 0.0 0.0 0.0
H -1.5792 -3.2372 -3.1562 0.0 0.0 0.0
H 0.0070 -2.7671 -2.5621 0.0 0.0 0.0
H -1.7367 -4.7771 0.2045 0.0 0.0 0.0
H -0.3880 -4.8474 -0.9399 0.0 0.0 0.0
H -2.0323 -5.0027 -1.5171 0.0 0.0 0.0
O 0.2527 0.2092 -2.0434 -0.2 0.0 0.0
N 1.4455 0.0926 -2.5722 0.0 0.0 0.1
N 2.3307 -0.0769 -1.7051 0.1 0.0 0.0
O 2.0323 -0.0371 -0.4216 0.0 0.0 -0.1
C 3.7148 -0.2568 -2.0830 0.0 0.0 0.0
C 4.6984 0.0270 -1.1502 0.0 0.0 0.1
C 6.0227 -0.1439 -1.5217 0.0 0.0 0.0
C 6.3386 -0.5871 -2.7983 0.0 0.0 0.0
C 5.3319 -0.8662 -3.7148 0.0 0.0 0.0
C 4.0030 -0.7049 -3.3643 0.0 0.0 0.0
H 4.4414 0.3742 -0.1599 0.0 0.0 0.0
H 6.8081 0.0733 -0.8109 0.0 0.0 0.0
H 7.3742 -0.7187 -3.0808 0.0 0.0 0.0
H 5.5805 -1.2176 -4.7065 0.0 0.0 0.0
H 3.2103 -0.9283 -4.0640 0.0 0.0 0.0
C 0.5435 3.3766 1.8397 0.0 0.0 0.0
P 0.6623 2.4164 0.3051 0.1 0.0 0.0
C 2.3593 2.7749 -0.2200 0.0 0.0 0.0
C -0.3724 3.3671 -0.8569 0.0 0.0 0.0
C -1.8254 3.0143 -0.5848 0.0 0.0 0.0
P -2.0864 1.2050 -0.7140 0.0 -0.1 0.1
C -2.5406 0.9715 -2.4527 0.0 0.0 0.0
C -3.6518 1.0006 0.1749 -0.1 0.0 0.0
H -0.4677 3.4067 2.2348 0.0 0.0 0.0
H 0.8659 4.3920 1.6040 0.0 0.0 0.0
H 1.2094 2.9693 2.5995 0.0 0.0 0.0
H 2.5254 3.8503 -0.1456 0.0 0.0 0.0
H 2.5256 2.4757 -1.2542 0.0 0.0 0.0
H 3.0712 2.2609 0.4227 0.0 0.0 0.0
H -0.0836 3.0953 -1.8753 0.0 0.0 0.0
H -0.1827 4.4344 -0.7305 0.0 0.0 0.0
H -2.5032 3.5118 -1.2806 0.0 0.0 0.0
H -2.1191 3.3234 0.4224 0.0 0.0 0.0
H -3.3463 1.6679 -2.6892 0.0 0.0 0.0
H -2.8911 -0.0431 -2.6321 0.0 0.0 0.0
H -1.6893 1.1630 -3.1017 0.0 0.0 0.0
H -4.3528 1.7485 -0.2005 0.0 0.0 0.0
H -3.5069 1.1621 1.2417 0.0 0.0 0.0
H -4.0886 0.0172 0.0090 0.0 0.0 0.0
```
Forces are in eV/Å.

* E_tot: -2155.4679 Eh
* ⟨S²⟩: 0.76
* multiplicity: 2
* HOMO energy (spin up / spin down): -14.26 / -14.62 eV
* orbital gap (spin up / spin down): 8.578 / 7.352 eV
* total charge: +2
* LUMO energy (spin up / spin down): -5.7 / -7.3 eV
* energy relative to the best compared isomer or geometry (same formula, charge and spin): 13.2 kcal per mole

Mulliken population analysis, charges in e, atoms 1 to 8:
1 Re 1.34
2 C -2.32
3 C 0.38
4 C 0.33
5 C -0.42
6 C 0.73
7 C 1.59
8 C -1.78

---

No. 4
This record from the OMol25 dataset describes a structure of composition C6H6N2 in a non-equilibrium geometry. The level of theory is ωB97M-V/def2-TZVPD.

Geometry as XYZ:
```
14
Properties=species:S:1:pos:R:3:forces:R:3
C -2.0705 -0.1527 0.0515 -1.1 0.7 -1.0
C -0.7290 -0.6808 -0.0332 1.1 -1.4 2.3
C 0.3392 -0.2436 0.9997 2.5 1.2 -0.9
C 0.4259 -0.2423 -0.9784 -1.2 0.2 0.1
C 0.5156 1.2823 -0.6272 0.5 -1.7 -3.1
C 0.5520 1.2245 0.6732 -0.6 0.6 -0.2
H -0.7276 -1.7736 0.1627 -0.5 0.3 -0.9
H 0.4930 -0.4897 2.0283 -0.5 -0.7 0.5
H 1.2697 -1.8340 0.0172 0.4 0.6 -0.4
H 0.3057 -0.6399 -1.9615 0.6 0.2 -0.9
H 0.6623 2.0001 -1.4445 -0.2 0.0 1.0
H 0.6546 2.1183 1.2120 0.1 0.5 1.5
N -3.1526 0.2439 -0.0495 1.0 -0.3 0.4
N 1.4616 -0.8124 -0.0504 -2.1 -0.2 1.5
```
Forces are in eV/Å.

* E_tot: -341.6121 Eh
* HOMO energy: -9.94 eV
* orbital gap: 10.738 eV
* total charge: 0
* LUMO energy: 0.8 eV
* energy relative to the best compared isomer or geometry (same formula, charge and spin): 69.3 kcal per mole

Mulliken population analysis, charges in e, atoms 1 to 8:
1 C -0.01
2 C 0.13
3 C -0.36
4 C 0.00
5 C -0.46
6 C -0.60
7 H 0.36
8 H 0.45